Here is a molecular structure, C49H60N5O3SSi2TeV in a non-equilibrium geometry from the Open Molecules 2025 dataset. Energies are from ωB97M-V/def2-TZVPD.

Geometry as XYZ:
```
122
C49H60N5O3SSi2TeV | the Open Molecules 2025 dataset | ωB97M-V/def2-TZVPD
V -0.310 0.441 -0.096
C 0.573 -3.032 -2.237
C -0.056 -1.775 -1.731
N 0.579 -0.820 -1.048
N 1.896 -0.953 -0.676
C 2.036 -1.022 0.791
N 2.654 -2.246 1.105
S 3.144 0.298 1.339
C -1.416 -1.454 -1.854
C -2.365 -2.161 -2.627
C -3.651 -1.714 -2.686
C -4.004 -0.555 -1.963
C -3.050 0.078 -1.210
N -1.773 -0.333 -1.126
H 0.065 -3.904 -1.821
H 1.620 -3.053 -1.940
H 0.504 -3.083 -3.322
H 2.157 -3.070 0.796
H 2.934 -2.322 2.074
H -2.036 -3.036 -3.164
H -4.393 -2.226 -3.278
H -5.018 -0.188 -1.972
H -3.322 0.943 -0.612
O 0.560 1.785 -0.525
C 0.114 3.088 -0.374
C -1.396 3.087 0.010
C -1.824 2.288 1.214
C -2.610 2.839 2.218
C -3.090 2.020 3.230
C -2.733 0.681 3.236
C -1.928 0.194 2.217
C -1.521 -1.249 2.113
C -0.007 -1.506 2.401
O 0.689 -0.779 1.359
C 0.223 -3.012 2.305
C -0.174 -3.701 1.162
C 0.054 -5.059 1.039
C 0.684 -5.759 2.055
C 1.054 -5.087 3.207
C 0.818 -3.729 3.338
C 0.349 -1.010 3.801
C 1.616 -0.516 4.084
C 1.927 -0.013 5.336
C 0.976 -0.008 6.340
C -0.266 -0.571 6.092
C -0.574 -1.081 4.843
N -1.525 0.985 1.221
C 0.174 3.828 -1.714
C 0.006 5.205 -1.775
C 0.055 5.850 -2.997
C 0.306 5.134 -4.157
C 0.483 3.763 -4.096
C 0.392 3.111 -2.879
C 1.030 3.848 0.581
C 2.385 3.885 0.265
C 3.279 4.589 1.050
C 2.824 5.273 2.164
C 1.477 5.252 2.478
C 0.581 4.542 1.696
H -1.904 2.675 -0.877
H -1.721 4.123 0.117
H -2.867 3.888 2.202
H -3.735 2.417 3.999
H -3.081 0.031 4.023
H -1.737 -1.579 1.091
H -2.108 -1.865 2.795
H -0.652 -3.167 0.352
H -0.266 -5.571 0.144
H 0.882 -6.814 1.947
H 1.532 -5.623 4.012
H 1.105 -3.233 4.252
H 2.379 -0.500 3.322
H 2.917 0.382 5.507
H 1.205 0.411 7.309
H -1.004 -0.606 6.880
H -1.530 -1.562 4.708
H -0.157 5.763 -0.865
H -0.101 6.916 -3.043
H 0.369 5.647 -5.104
H 0.682 3.200 -4.996
H 0.483 2.031 -2.819
H 2.735 3.376 -0.630
H 4.326 4.603 0.790
H 3.518 5.827 2.778
H 1.118 5.789 3.343
H -0.461 4.533 1.972
O 0.683 1.775 2.459
H 1.587 1.597 2.137
H 0.771 1.907 3.404
C 3.207 -0.124 -6.351
Si 2.386 -0.789 -4.757
C 3.176 -2.506 -4.460
C 0.481 -0.764 -4.969
C 2.824 0.527 -3.438
Te 3.021 0.667 -1.256
C 4.664 -0.670 -1.353
Si 6.307 0.268 -1.102
C 6.473 0.719 0.737
C 6.315 1.811 -2.224
C 7.676 -0.939 -1.649
H 2.912 -0.716 -7.211
H 4.291 -0.173 -6.285
H 2.946 0.909 -6.562
H 2.534 -3.303 -4.818
H 3.403 -2.709 -3.419
H 4.105 -2.585 -5.017
H 0.081 -1.745 -5.203
H 0.207 -0.116 -5.797
H -0.040 -0.399 -4.085
H 2.231 1.405 -3.699
H 3.855 0.832 -3.640
H 4.627 -1.199 -2.299
H 4.510 -1.381 -0.542
H 5.762 1.481 1.047
H 7.468 1.083 0.966
H 6.288 -0.150 1.362
H 5.401 2.391 -2.095
H 6.397 1.549 -3.276
H 7.156 2.458 -1.993
H 7.692 -1.836 -1.039
H 8.644 -0.463 -1.554
H 7.561 -1.241 -2.685
```

Its spin multiplicity is 2. Its energy above the lowest of the compared OMol25 structures with the same formula, charge and spin is 88.53 kcal per mole. Its net charge is +1.

Atomic partial charges in e from the Mulliken method, atoms 1 to 6:
1 V -0.368
2 C -1.683
3 C 0.059
4 N 1.749
5 N -1.552
6 C 0.338

Here is a molecular structure, C49H62BaI2N6O5S2Si3 in a non-equilibrium geometry from the Open Molecules 2025 dataset. Energies are from ωB97M-V/def2-TZVPD.

Geometry as XYZ:
```
130
C49H62BaI2N6O5S2Si3 | the Open Molecules 2025 dataset | ωB97M-V/def2-TZVPD
Ba 0.506 -0.908 0.251
O 1.670 -4.843 -1.927
C 1.413 -5.729 -0.952
C 1.430 -7.090 -1.255
C 1.197 -8.033 -0.275
C 0.926 -7.635 1.026
C 0.894 -6.290 1.339
C 1.140 -5.325 0.368
C 1.149 -3.887 0.712
O 1.377 -3.028 -0.213
N 0.991 -3.618 1.977
N 0.991 -2.291 2.259
C 1.296 -1.976 3.465
C 1.471 -0.639 3.946
C 1.917 -0.470 5.260
C 2.208 0.770 5.784
C 2.076 1.895 4.971
C 1.638 1.771 3.676
C 1.296 0.514 3.101
O 0.857 0.437 1.915
H 1.613 -3.945 -1.453
H 1.622 -7.384 -2.275
H 1.223 -9.085 -0.532
H 0.730 -8.377 1.788
H 0.694 -5.935 2.338
H 1.518 -2.782 4.177
H 2.046 -1.354 5.876
H 2.540 0.870 6.810
H 2.314 2.877 5.369
H 1.531 2.635 3.036
I -4.536 -2.849 1.697
C -3.551 -3.186 -0.138
C -4.130 -4.057 -1.037
C -3.532 -4.298 -2.248
I -4.525 -5.626 -3.588
C -2.333 -3.673 -2.607
C -1.650 -3.851 -3.824
C -0.483 -3.176 -4.054
C -0.009 -2.300 -3.071
N -0.626 -2.106 -1.936
C -1.749 -2.770 -1.669
C -2.342 -2.500 -0.367
O -1.824 -1.699 0.445
H -5.063 -4.538 -0.780
H -2.054 -4.531 -4.564
H 0.062 -3.308 -4.977
H 0.887 -1.726 -3.219
C -0.808 0.758 -3.907
Si 0.476 2.109 -3.390
C -0.677 3.612 -3.046
C 1.251 2.587 -5.102
C 1.685 1.629 -2.051
Si 2.097 2.950 -0.771
C 3.494 2.529 0.471
C 2.770 4.616 -1.519
C 0.637 3.552 0.306
Si 3.196 0.697 -2.597
C 4.604 1.846 -3.288
C 3.129 -0.675 -3.954
C 4.048 -0.245 -1.160
C 5.426 -0.454 -1.166
C 6.039 -1.120 -0.124
C 5.249 -1.551 0.928
C 3.887 -1.304 0.860
N 3.303 -0.689 -0.151
H -1.655 1.181 -4.445
H -1.188 0.241 -3.032
H -0.356 0.011 -4.552
H -1.270 3.887 -3.916
H -0.102 4.481 -2.751
H -1.367 3.381 -2.243
H 0.514 2.785 -5.878
H 1.892 1.786 -5.457
H 1.869 3.473 -5.001
H 4.417 2.277 -0.044
H 3.218 1.682 1.086
H 3.710 3.362 1.137
H 3.660 4.432 -2.111
H 3.029 5.348 -0.756
H 2.037 5.071 -2.176
H 0.292 2.748 0.943
H -0.196 3.861 -0.312
H 0.908 4.395 0.938
H 4.153 2.556 -3.973
H 5.411 1.350 -3.825
H 5.046 2.419 -2.480
H 2.411 -0.431 -4.730
H 2.853 -1.635 -3.529
H 4.095 -0.813 -4.436
H 6.013 -0.089 -1.995
H 7.111 -1.292 -0.124
H 5.674 -2.066 1.777
H 3.243 -1.619 1.663
C -3.000 0.133 3.066
S -1.540 -0.860 3.605
O -2.055 -2.197 3.903
C -1.622 -0.016 5.232
C -1.157 1.276 5.396
C -1.259 1.887 6.632
C -1.845 1.219 7.696
C -2.312 -0.074 7.527
C -2.192 -0.691 6.294
H -3.870 -0.126 3.659
H -3.152 -0.109 2.022
H -2.739 1.177 3.173
H -0.701 1.788 4.563
H -0.874 2.888 6.764
H -1.925 1.705 8.659
H -2.764 -0.598 8.359
H -2.540 -1.699 6.122
C -3.146 5.514 -0.171
C -4.280 4.569 -0.563
N -4.149 3.267 0.075
C -3.409 2.275 -0.557
S -2.109 1.605 0.191
N -3.829 1.895 -1.795
C -5.221 1.896 -2.190
C -5.412 2.430 -3.608
H -3.227 6.454 -0.714
H -2.186 5.057 -0.403
H -3.179 5.718 0.898
H -4.276 4.423 -1.643
H -5.247 5.002 -0.272
H -3.809 3.361 1.027
H -3.244 1.184 -2.215
H -5.770 2.511 -1.476
H -5.626 0.877 -2.132
H -4.958 3.413 -3.706
H -6.475 2.507 -3.837
H -4.947 1.762 -4.329
```

Its energy above the lowest of the compared OMol25 structures with the same formula, charge and spin is 0.00 kcal per mole. Its net charge is -2.

Atomic partial charges in e from the Mulliken method, atoms 1 to 6:
1 Ba 1.317
2 O -0.679
3 C 0.317
4 C -0.710
5 C -0.311
6 C -0.816

Here is 6 unconnected molecules or ions with the total composition C49H62ClF2IN3O3 in a non-equilibrium geometry from the Open Molecules 2025 dataset. Energies are from ωB97M-V/def2-TZVPD.

Geometry as XYZ:
```
121
C49H62ClF2IN3O3 | the Open Molecules 2025 dataset | ωB97M-V/def2-TZVPD
C 3.364 -0.378 1.642
C 1.752 -0.534 1.211
N 1.061 -1.450 1.955
C 1.233 0.440 0.027
C 0.224 -0.168 -1.103
N -1.244 0.232 -0.866
C -1.951 0.740 -2.109
C -2.077 2.407 -2.014
O -2.964 2.860 -0.931
C -0.611 3.162 -2.054
N -0.887 4.671 -1.992
C -2.040 -0.737 -0.024
C -1.960 -0.390 1.612
C -3.448 -0.013 2.247
C -3.952 1.509 1.905
F -2.920 2.529 2.196
C -1.871 -2.318 -0.380
C -2.547 -3.363 0.709
C -4.212 -3.271 0.749
O -4.886 -3.462 1.917
Cl -5.241 -2.939 -0.757
C -0.354 -2.845 -0.670
F -0.510 -4.032 -1.597
C 0.447 -1.718 -1.550
C -0.123 -1.925 -3.114
C 2.010 -2.216 -1.660
C 3.037 -1.160 -2.367
O 4.057 -0.700 -1.591
I 2.996 -0.443 -4.431
H 3.893 -1.426 1.592
H 3.456 0.122 2.722
H 3.878 0.378 0.903
H 1.727 -1.901 2.638
H 0.829 1.431 0.558
H 2.205 0.817 -0.557
H 0.501 0.454 -2.091
H -1.158 1.102 -0.254
H -1.401 0.540 -3.119
H -3.051 0.365 -2.245
H -2.620 2.713 -3.032
H -2.351 3.223 -0.202
H -0.044 2.991 -3.086
H 0.023 2.832 -1.124
H -1.724 4.814 -2.625
H -0.063 5.224 -2.315
H -3.187 -0.494 -0.263
H -1.551 -1.277 2.253
H -1.274 0.539 1.844
H -3.338 -0.117 3.421
H -4.301 -0.742 1.916
H -4.368 1.517 0.811
H -4.893 1.715 2.611
H -2.487 -2.499 -1.388
H -2.055 -3.340 1.770
H -2.323 -4.453 0.274
H 0.226 -3.267 0.254
H -1.269 -2.148 -3.155
H 0.046 -0.951 -3.775
H 0.419 -2.799 -3.678
H 2.060 -3.218 -2.307
H 2.463 -2.530 -0.601
C 9.568 -3.176 -1.493
C 8.694 -2.786 -0.479
C 7.487 -2.165 -0.797
C 7.149 -1.942 -2.132
C 8.021 -2.335 -3.147
C 9.232 -2.948 -2.828
H 10.510 -3.657 -1.245
H 8.955 -2.966 0.561
H 6.810 -1.855 -0.006
H 6.206 -1.462 -2.380
H 7.756 -2.163 -4.187
H 9.914 -3.249 -3.619
C 7.888 -7.282 -2.310
C 7.242 -8.407 -2.821
C 6.209 -8.258 -3.746
C 5.829 -6.983 -4.168
C 6.478 -5.859 -3.659
C 7.505 -6.007 -2.727
H 8.691 -7.398 -1.586
H 7.542 -9.400 -2.498
H 5.700 -9.134 -4.139
H 5.027 -6.867 -4.892
H 6.183 -4.865 -3.989
H 8.007 -5.131 -2.327
C -6.836 6.390 -2.111
C -6.131 7.580 -2.289
C -4.737 7.580 -2.240
C -4.047 6.387 -2.023
C -4.752 5.196 -1.849
C -6.146 5.198 -1.888
H -7.922 6.390 -2.145
H -6.669 8.508 -2.465
H -4.189 8.509 -2.372
H -2.961 6.387 -1.990
H -4.214 4.267 -1.682
H -6.694 4.271 -1.747
C -6.013 4.946 2.914
C -6.886 5.336 3.929
C -8.093 5.958 3.611
C -8.432 6.181 2.276
C -7.560 5.787 1.261
C -6.348 5.174 1.579
H -5.070 4.465 3.163
H -6.625 5.156 4.969
H -8.771 6.267 4.402
H -9.375 6.661 2.027
H -7.824 5.960 0.220
H -5.667 4.873 0.789
C 2.435 -1.554 6.950
C 1.561 -1.164 7.964
C 0.354 -0.543 7.646
C 0.016 -0.320 6.311
C 0.888 -0.713 5.296
C 2.099 -1.326 5.615
H 3.377 -2.035 7.198
H 1.822 -1.344 9.004
H -0.323 -0.233 8.437
H -0.927 0.160 6.063
H 0.623 -0.540 4.256
H 2.781 -1.627 4.824
```

Its energy above the lowest of the compared OMol25 structures with the same formula, charge and spin is 241.58 kcal per mole. Its net charge is +1.

Atomic partial charges in e from the Mulliken method, atoms 1 to 6:
1 C -1.168
2 C 0.259
3 N -0.287
4 C -1.068
5 C -0.956
6 N 0.940